Record 1
Below is a structure of composition C21H19N8O7PdS, with properties calculated with ωB97M-V with the def2-TZVPD basis set.

Geometry as XYZ:
```
57
Properties=species:S:1:pos:R:3:lowdin_charge:R:1
Pd 0.64001 -0.59508 -0.14905 1.052
O 6.13007 -2.72877 3.48037 -0.054
C 5.59549 -3.41781 2.58995 -0.704
O 5.83500 -4.56726 2.18682 -0.038
C 4.42009 -2.71082 1.86876 -0.087
C 3.72906 -1.68240 2.50342 -0.001
C 2.67100 -1.08188 1.86219 -0.114
N 2.31179 -1.42543 0.61462 -0.054
C 2.98503 -2.38835 -0.03694 -0.160
C 4.01956 -3.06628 0.58777 0.060
C 2.60162 -2.71584 -1.49021 -0.636
O 2.84167 -3.85356 -1.87588 0.025
O 2.06400 -1.76893 -2.15495 -0.115
H 4.04487 -1.37021 3.48896 0.114
H 2.08179 -0.29905 2.32350 0.100
H 4.51178 -3.87490 0.06736 0.128
N -6.05218 2.15585 2.81648 0.087
C -5.10684 1.89752 1.82404 -0.325
C -5.49804 1.37187 0.59321 -0.035
C -4.56343 1.15501 -0.40467 -0.060
C -3.23367 1.47425 -0.18102 -0.292
C -2.82629 1.99677 1.04180 -0.042
C -3.76094 2.20875 2.03574 -0.025
S -2.03442 1.15104 -1.42604 0.606
O -1.08071 2.23374 -1.42312 -0.304
O -2.73163 0.84357 -2.64132 -0.292
N -1.22189 -0.12871 -0.86637 -0.187
C -1.67527 -1.40534 -0.80950 -0.449
N -0.65545 -2.17088 -0.32872 0.005
C -0.80411 -3.47842 -0.25207 -0.076
C -2.01683 -4.05082 -0.60782 -0.049
C -3.01842 -3.18582 -1.02121 -0.117
N -2.87448 -1.86638 -1.13270 0.155
H -6.88953 1.59913 2.75920 0.083
H -5.68285 2.18731 3.75307 0.084
H -6.54061 1.13014 0.42143 0.107
H -4.85057 0.73247 -1.35759 0.111
H -1.78212 2.22520 1.21979 0.095
H -3.44794 2.61694 2.98971 0.112
H 0.04634 -4.05448 0.09179 0.131
H -2.16985 -5.11736 -0.55722 0.098
H -3.99749 -3.57349 -1.28369 0.108
C 2.21910 3.75277 -2.68953 -0.025
N 2.13709 2.99143 -1.46596 -0.085
C 1.47792 3.54689 -0.29869 -0.048
C 1.11483 2.30245 0.49613 -0.492
O 0.56087 2.28900 1.57102 0.049
N 1.51852 1.21352 -0.23423 0.024
C 2.03480 1.64153 -1.40524 -0.392
N 2.40360 0.80866 -2.34635 0.229
H 1.22226 4.02322 -3.04965 0.100
H 2.72655 3.18525 -3.46591 0.079
H 2.79926 4.65934 -2.51813 0.091
H 0.55660 4.06930 -0.56565 0.130
H 2.13118 4.20544 0.27487 0.135
H 2.30441 -0.25334 -2.21605 0.055
H 2.77943 1.16328 -3.20651 0.104
```

Summary:
Charge = -1
Kohn-Sham gap = 0.27157 Ha
ΔE to the lowest compared entry with this formula, charge and spin = 0.0 kcal/mol
Energy = -2302.66132 hartree
E_HOMO = -5.2 eV



Record 2
Below is a structure of composition C21H20ClLuNPS in a non-equilibrium geometry, with properties calculated with ωB97M-V with the def2-TZVPD basis set.

Geometry as XYZ:
```
46
Properties=species:S:1:pos:R:3:lowdin_charge:R:1
Lu -1.09119 2.18449 -0.04701 1.367
Cl -1.38405 3.02560 2.37213 -0.153
P 0.51383 0.06979 0.34602 0.953
C 0.52899 0.35853 -1.44377 -0.440
C 0.36760 -0.79467 -2.22423 -0.081
C 0.53374 -0.75527 -3.60147 -0.024
C 0.74782 0.47489 -4.22284 -0.025
C 0.81401 1.64897 -3.47721 -0.047
C 0.73292 1.62465 -2.07942 -0.184
C 1.98999 0.72245 1.11680 -0.375
C 2.11169 0.94586 2.51275 -0.070
C 3.32089 1.37810 3.05516 -0.043
C 4.43011 1.54172 2.21609 -0.038
C 4.33801 1.31124 0.83864 -0.049
C 3.12293 0.89062 0.30662 -0.099
C -0.02385 -1.46794 0.98216 -0.400
C -1.20271 -1.68660 1.71701 -0.067
C -1.36319 -2.92830 2.31777 -0.044
C -0.42210 -3.93640 2.08752 -0.027
C 0.70081 -3.73783 1.27920 -0.033
C 0.91013 -2.47918 0.73552 -0.094
H 1.24596 0.76221 3.15018 0.110
H 3.41685 1.55901 4.13389 0.128
H 5.38869 1.83793 2.62990 0.120
H 5.20694 1.43720 0.18241 0.124
H 3.03236 0.64637 -0.75171 0.102
H 0.12594 -1.72084 -1.71625 0.097
H 0.50590 -1.68006 -4.16353 0.128
H 0.86554 0.48789 -5.30565 0.131
H 0.92052 2.59552 -3.99849 0.126
H 0.93816 2.53672 -1.48825 0.100
H -1.92269 -0.87779 1.81844 0.096
H -2.20892 -3.10429 2.97198 0.120
H -0.56085 -4.92123 2.51919 0.123
H 1.41275 -4.52388 1.07467 0.121
H 1.79659 -2.25478 0.14478 0.120
H -2.38795 -2.29789 -3.21669 0.015
H -2.59405 -2.74385 -2.60567 0.028
S -4.85104 1.66986 -1.49028 1.150
C -5.48772 1.50510 0.09560 -0.281
C -4.49025 1.69872 0.98203 -0.161
N -3.22861 2.02435 0.44824 -0.241
C -3.31689 2.07584 -0.92845 -0.561
H -6.50320 1.21496 0.30823 0.107
H -4.58097 1.56379 2.01646 0.119
H -2.39946 2.11842 -1.59845 0.054
```

Summary:
Charge = +2
Kohn-Sham gap = 0.25524 Ha
Energy = -3301.65641 hartree
E_HOMO = -14.4 eV